[1]
The following is a DFT calculation (ωB97M-V/def2-TZVPD) of a molecular structure, C17H36MnN6O4SSi4Te.

Output
* ⟨S²⟩: 8.7566
* total energy: -4274.2796 Ha
* energy above the lowest of the compared OMol25 structures with the same formula, charge and spin: 11.3 kcal/mol
* multiplicity: 6

Each line ends with the Löwdin spin population.
Geometry (Å):
Mn1 1.862466 -0.068544 0.573647  4.684
O1 4.989971 -4.631879 2.594124  0.000
C1 4.726176 -4.834404 1.318138  0.000
O2 5.101966 -5.811737 0.718452  0.000
C2 3.924666 -3.793179 0.605425  0.001
C3 3.587899 -3.923740 -0.726763  0.007
N1 2.880348 -2.837179 -1.067384  0.004
N2 2.733198 -1.997331 -0.036975  0.031
C4 3.363677 -2.559272 0.990712  0.008
C5 3.396724 -1.812978 2.305833  0.009
O3 3.945544 -2.350027 3.268837  0.009
O4 2.838082 -0.672670 2.298494  0.059
H1 4.604343 -3.763880 2.918242  0.000
H2 3.809468 -4.718669 -1.417158  0.001
H3 2.437877 -2.628999 -1.948005  0.000
C6 2.444654 3.091000 4.290084  0.001
C7 3.432093 2.553919 3.327906  0.002
N3 4.676215 2.301468 3.578451  0.000
N4 5.167815 1.777422 2.416471  0.005
C8 4.248380 1.659574 1.456225  0.008
S1 4.329001 0.986333 -0.079299  0.025
N5 3.141120 2.211807 2.030090  0.004
N6 1.917492 2.169812 1.363084  0.032
H4 2.959440 3.287604 5.226449  0.000
H5 1.652256 2.362738 4.471996  0.000
H6 1.992259 4.015149 3.928396  0.000
H7 6.111121 1.432249 2.372844  0.000
H8 1.837015 2.978658 0.752563  0.002
H9 1.133298 2.115004 2.011529  0.002
C9 -5.286814 1.145309 -1.246941  0.001
Si1 -4.191392 0.567578 0.170096  0.002
C10 -4.177022 1.873659 1.520958  0.001
C11 -4.853621 -1.049868 0.864718  0.000
Si2 -1.998379 0.183584 -0.567226  0.016
Te1 -0.639554 -0.294945 1.477130  0.040
Si3 -1.839634 -1.703235 -1.935175  0.002
C12 -3.084854 -1.646190 -3.346895  0.000
C13 -0.096981 -1.771375 -2.667603  0.003
C14 -2.105317 -3.249775 -0.905807  0.000
Si4 -1.137986 2.077783 -1.632964  0.003
C15 0.675552 1.791238 -2.080870  0.018
C16 -1.243515 3.561208 -0.471732  0.000
C17 -2.059488 2.465669 -3.227788  0.001
H10 -6.322812 1.249482 -0.917557  0.000
H11 -5.269809 0.441126 -2.080150  0.000
H12 -4.960961 2.115080 -1.626089  0.000
H13 -5.178447 1.988226 1.942983  0.000
H14 -3.860929 2.845028 1.138993  0.000
H15 -3.496333 1.592423 2.325466  0.000
H16 -5.824802 -0.894158 1.341642  0.000
H17 -4.173299 -1.463928 1.610249  0.000
H18 -4.986357 -1.793258 0.076972  0.000
H19 -3.002073 -0.723632 -3.923889  0.000
H20 -4.105916 -1.705838 -2.965370  0.000
H21 -2.938541 -2.485109 -4.030979  0.000
H22 0.041206 -1.036096 -3.460352  0.000
H23 0.105655 -2.764430 -3.076642  0.000
H24 0.622641 -1.560986 -1.869910  0.003
H25 -3.069622 -3.235112 -0.397112  0.000
H26 -1.334426 -3.337052 -0.138655  0.000
H27 -2.069714 -4.140114 -1.538867  0.000
H28 1.195077 1.211793 -1.306814  0.013
H29 1.222047 2.730207 -2.196290  0.000
H30 0.770502 1.232507 -3.012611  0.000
H31 -0.945185 3.288658 0.543113  0.000
H32 -2.265314 3.938767 -0.413978  0.000
H33 -0.610138 4.380955 -0.820606  0.000
H34 -1.976338 1.638923 -3.935885  0.000
H35 -1.650828 3.356938 -3.710478  0.000
H36 -3.120841 2.640711 -3.049497  0.000

Cartesian forces (eV/Å) of the 3 atoms listed first:
Mn 0.3 -0.1 0.0
O 0.0 0.0 -0.1
C 0.0 0.0 0.1

=====

[2]
The following is a DFT calculation (ωB97M-V/def2-TZVPD) of 10 unconnected molecules or ions with the total composition C17H36N11O20 in a non-equilibrium geometry.

Output
* charge: +1
* total energy: -2774.9885 Ha
* multiplicity: 1

Each line ends with the Mulliken charge.
Geometry (Å):
N1 3.550425 -6.298334 -2.448158  -0.477
C1 3.784561 -5.081992 -3.043674  0.003
C2 2.663372 -4.257745 -3.969854  -0.624
C3 2.137581 -3.019012 -2.976652  0.003
C4 2.820386 -1.542646 -3.182686  -0.227
N2 2.375884 -0.418856 -2.249775  -0.029
C5 1.343495 -0.577927 -1.132429  -0.232
C6 0.581729 -2.039525 -0.858881  -0.492
C7 0.996553 -3.344941 -1.818731  0.862
C8 0.304855 -4.806454 -1.548812  0.265
O1 -0.150706 -5.039881 -0.295450  -0.425
O2 0.171682 -5.909744 -2.512632  -0.436
H1 4.437579 -6.517903 -1.917699  0.268
H2 4.813857 -4.496842 -2.892021  0.273
H3 3.163351 -3.825115 -4.957789  0.373
H4 1.776423 -4.933638 -4.324926  0.307
H5 3.623342 -1.385273 -4.030741  0.354
H6 2.860703 0.510215 -2.390883  0.323
H7 1.038055 0.308101 -0.400453  0.383
H8 -0.241580 -2.188218 -0.012626  0.199
H9 -0.677971 -5.811603 -3.044280  0.368
C9 5.607579 0.911913 -6.770776  -0.572
N3 5.181775 -0.283534 -5.993975  0.857
O3 3.982445 -0.374364 -5.706929  -0.573
O4 6.063495 -1.096902 -5.694237  -0.494
H10 4.733542 1.537831 -6.963245  0.174
H11 6.342890 1.450722 -6.169753  0.299
H12 6.042480 0.558237 -7.707788  0.289
C10 -3.378993 -3.853748 -0.340477  -0.217
N4 -3.832516 -2.906429 -1.394388  0.907
O5 -4.180436 -1.777481 -1.029060  -0.521
O6 -3.826534 -3.322886 -2.558591  -0.543
H13 -3.436102 -3.356180 0.630049  0.235
H14 -4.042278 -4.720619 -0.368988  0.347
H15 -2.348935 -4.133754 -0.570247  -0.221
C11 -1.150893 -3.711550 2.903034  -0.384
N5 -2.354358 -3.139057 3.564660  0.897
O7 -2.187324 -2.145844 4.282061  -0.534
O8 -3.432672 -3.702914 3.345242  -0.506
H16 -0.277781 -3.118519 3.183647  0.304
H17 -1.044100 -4.742049 3.247845  0.292
H18 -1.315922 -3.668420 1.824553  -0.085
C12 -4.543744 -0.359911 5.977975  -0.768
N6 -4.854940 0.323298 7.262578  0.828
O9 -4.970617 1.554121 7.235591  -0.492
O10 -4.974213 -0.395236 8.261740  -0.493
H19 -4.467388 0.390543 5.188200  0.304
H20 -3.594303 -0.883985 6.104997  0.311
H21 -5.357845 -1.057182 5.769960  0.318
C13 2.696769 2.043039 2.849048  -0.725
N7 2.343352 1.399100 1.555115  0.815
O11 1.776984 0.301038 1.605357  -0.501
O12 2.644536 2.014045 0.525566  -0.485
H22 2.374596 1.394047 3.666220  0.325
H23 3.780469 2.175439 2.866117  0.289
H24 2.178379 3.003073 2.891752  0.301
C14 -3.003896 4.368573 7.811537  -0.611
N8 -1.986651 5.092920 7.002614  0.836
O13 -1.051960 5.624706 7.613017  -0.504
O14 -2.155215 5.107290 5.777779  -0.525
H25 -2.730527 4.437378 8.866663  0.318
H26 -3.969185 4.846052 7.631379  0.272
H27 -3.007481 3.327864 7.481188  0.206
C15 -7.128303 1.602707 9.564911  -0.701
N9 -8.331767 2.175200 10.226536  0.842
O15 -8.164733 3.168413 10.943937  -0.510
O16 -9.410082 1.611343 10.007118  -0.511
H28 -6.255190 2.195739 9.845523  0.314
H29 -7.021509 0.572209 9.909721  0.307
H30 -7.293331 1.645838 8.486429  0.257
C16 1.343867 2.463003 -5.330700  -0.711
N10 2.361112 3.187350 -6.139623  0.871
O17 3.295803 3.719136 -5.529220  -0.499
O18 2.192548 3.201720 -7.364458  -0.483
H31 1.617237 2.531808 -4.275574  0.246
H32 0.378578 2.940482 -5.510858  0.309
H33 1.340283 1.422294 -5.661049  0.267
C17 4.043867 5.272093 -8.903427  -0.675
N11 5.061112 5.996440 -9.712350  0.848
O19 5.995803 6.528227 -9.101947  -0.504
O20 4.892548 6.010811 -10.937185  -0.509
H34 4.317237 5.340899 -7.848301  0.309
H35 3.078578 5.749573 -9.083585  0.283
H36 4.040283 4.231385 -9.233776  0.242

Cartesian forces (eV/Å) of the 3 atoms listed first:
N 1.7 5.4 -2.2
C -0.4 -2.5 1.3
C 0.4 0.3 0.8

=====

[3]
The following is a DFT calculation (ωB97M-V/def2-TZVPD) of a molecular structure, C17H37BBeCs3F9O12P2Si in a non-equilibrium geometry.

Output
* total energy: -3543.3602 Ha
* multiplicity: 1

Each line ends with the Mulliken charge.
Geometry (Å):
C1 5.820490 -1.697196 0.024554  -0.918
C2 6.821942 -0.959620 -1.032682  -0.562
C3 6.800091 -1.723002 -2.468160  -0.696
C4 5.953913 -0.887762 -3.540131  -0.719
C5 4.401055 -0.959958 -3.163363  -0.259
C6 3.723684 0.501591 -2.965421  -0.671
C7 2.211476 0.236047 -2.532552  0.578
C8 1.305779 1.552348 -2.397954  -0.810
C9 0.389721 1.349716 -1.082553  -0.443
C10 -0.740955 0.243492 -1.253373  -0.898
C11 -0.297079 -1.253147 -0.900462  -0.083
Si1 -1.764909 -2.507143 -1.069007  0.346
P1 -1.377072 -3.620915 -2.977339  0.848
O1 -2.534584 -4.607828 -3.350378  -0.673
O2 -0.965812 -2.575001 -4.261115  -0.511
O3 0.074637 -4.518253 -2.663427  -0.523
H1 6.128038 -1.330828 1.090692  0.350
H2 4.733523 -1.381912 -0.092944  0.135
H3 5.985043 -2.816449 -0.074655  0.294
H4 7.927560 -1.050686 -0.632082  0.367
H5 6.517036 0.159675 -1.155284  0.429
H6 6.419828 -2.778669 -2.296411  0.255
H7 7.891277 -1.796784 -2.793643  0.343
H8 6.091451 -1.418744 -4.551005  0.222
H9 6.260598 0.212044 -3.583513  0.353
H10 3.745734 -1.508654 -3.952094  0.232
H11 4.219098 -1.524857 -2.179303  0.231
H12 4.269987 1.027329 -2.118026  0.222
H13 3.788124 1.133561 -3.905937  0.336
H14 1.712983 -0.478324 -3.268655  -0.382
H15 2.251419 -0.235126 -1.482690  0.037
H16 1.892371 2.527601 -2.379055  0.259
H17 0.579032 1.548858 -3.285264  0.251
H18 -0.159815 2.342272 -0.939055  0.121
H19 1.106788 1.178357 -0.216443  0.316
H20 -1.568988 0.515492 -0.502599  0.401
H21 -1.255950 0.259989 -2.274881  0.350
H22 0.536982 -1.677768 -1.548787  -0.036
H23 0.082505 -1.325050 0.184674  0.355
H24 -1.673707 -3.530969 -0.012483  -0.145
H25 -3.071393 -1.855958 -1.058709  -0.038
H26 -0.139121 -2.086402 -4.055843  0.371
H27 0.401079 -4.865209 -3.526739  0.320
Be1 4.502112 -3.144840 -4.715861  0.007
C12 -5.617590 -4.140965 0.703089  -1.036
C13 -5.785026 -2.697617 0.167801  0.219
O4 -4.725909 -2.015685 0.532937  -0.265
H28 -5.543084 -4.166036 1.793446  0.329
H29 -6.487237 -4.743053 0.420758  0.381
H30 -4.730850 -4.628143 0.286104  0.216
H31 -6.777678 -2.361779 0.547955  0.309
H32 -5.989582 -2.798386 -0.913026  0.235
C14 0.889585 4.922142 -1.023562  1.068
O5 0.189013 4.497742 -1.981053  -1.035
O6 1.246742 6.201751 -1.233106  -0.564
O7 1.273013 4.376569 0.017508  -0.636
H33 0.769461 6.217903 -2.088896  0.304
Cs1 8.748178 -0.507431 1.011745  1.058
C15 9.065675 3.629021 5.360245  -0.468
O8 9.425224 2.293501 5.023924  -0.512
H34 8.466774 4.045861 4.550950  0.193
H35 8.479141 3.632754 6.281689  0.245
H36 9.966922 4.232698 5.490074  0.241
H37 9.952674 1.948366 5.753728  0.303
F1 -8.643460 2.162905 1.558348  -0.312
P2 -7.529408 1.129073 1.035503  0.933
F2 -7.450670 0.987816 2.633715  -0.120
F3 -7.285545 2.155042 -0.182771  -0.330
F4 -7.152696 -0.446494 0.994866  -0.218
F5 -5.942120 1.401773 1.080604  -0.291
F6 -8.693945 0.480302 0.128071  -0.342
B1 -8.574228 1.743535 5.671557  0.640
O9 -8.171264 3.017461 6.296622  -0.433
C16 -7.725134 2.739593 7.517756  0.616
O10 -7.315542 3.565045 8.299211  -0.613
C17 -7.811045 1.289353 7.753262  0.602
O11 -7.484921 0.710161 8.762491  -0.615
O12 -8.309128 0.693845 6.673945  -0.431
F7 -7.797586 1.504484 4.493123  -0.435
F8 -9.964551 1.772627 5.345563  -0.363
Cs2 -0.961121 6.516216 -2.298471  0.971
Cs3 -3.139742 -6.403499 -2.899013  0.838
F9 -1.859311 2.370226 -2.606730  -0.646

Cartesian forces (eV/Å) of the 3 atoms listed first:
C 1.3 1.2 0.4
C -0.6 -1.1 -0.8
C 0.6 1.4 0.4

=====

[4]
The following is a DFT calculation (ωB97M-V/def2-TZVPD) of a molecular structure, C17H37BNO4P2Yb in a non-equilibrium geometry.

Output
* ⟨S²⟩: 0.7581
* total energy: -2891.8251 Ha
* multiplicity: 2

Each line ends with the Löwdin spin population.
Geometry (Å):
C1 -0.623411 1.253656 -4.861305  0.000
C2 -0.645180 0.753967 -3.581771  0.009
N1 0.229600 1.210036 -2.672816  0.009
C3 1.036825 2.241109 -2.948141  0.011
C4 1.028266 2.816108 -4.207197  0.000
C5 0.217502 2.275049 -5.158515  0.010
C6 -1.623873 -0.301827 -3.213170  0.004
P1 -2.152717 -0.436557 -1.371988  0.029
Yb1 0.480586 -0.389949 -1.036829  0.220
P2 2.336548 1.606579 -0.444800  0.044
C7 1.953374 2.778769 -1.886636  0.014
O1 -0.417778 -3.120437 -3.718120  0.001
O2 0.436378 -2.491410 -0.884108  0.020
H1 -1.253503 0.780257 -5.583376  0.000
H2 1.664119 3.671795 -4.356499  0.000
H3 0.273256 2.643481 -6.133249  0.001
C8 -3.683431 0.455127 -1.446589  0.002
C9 -2.843438 -2.100470 -1.362309  0.007
H4 2.933709 3.034524 -2.337334  0.001
H5 1.460118 3.648505 -1.360650  0.002
H6 -1.270318 -1.333992 -3.481993  0.000
H7 -2.641351 -0.102419 -3.658900  0.001
C10 2.821504 2.819037 0.797793  0.003
C11 4.020113 1.206245 -0.957922  0.003
H8 1.430736 -2.277144 -1.176011  0.003
H9 0.358140 -3.271397 -0.262029  0.002
H10 0.090060 -3.312481 -2.925463  0.000
H11 0.321735 -2.738659 -4.355489  0.000
H12 -0.312890 0.639162 0.407297  0.138
H13 2.176393 -1.439972 -1.666883  0.004
H14 -4.252737 -0.198893 -2.121334  0.000
H15 -4.147966 0.565084 -0.452838  0.001
H16 -3.467992 1.433205 -1.875017  0.001
H17 -3.613987 -2.087283 -2.143920  0.002
H18 -2.133543 -2.886488 -1.580044  0.000
H19 -3.282783 -2.347085 -0.390662  0.000
H20 4.502655 2.201479 -1.005338  0.000
H21 4.515195 0.543229 -0.251321  0.001
H22 3.984730 0.722248 -1.934743  0.000
H23 3.725849 3.311894 0.415910  0.000
H24 2.035096 3.545527 0.973363  0.002
H25 2.994357 2.321785 1.750119  0.000
C12 -0.943235 -2.640820 4.240010  0.002
C13 -0.834306 -1.360596 3.455509  0.016
C14 -2.228020 -0.722491 3.369603  0.003
O3 -0.404359 -1.600811 2.101590  0.050
B1 0.114357 -0.281412 1.638951  0.308
O4 0.813246 0.237112 2.799756  0.060
C15 0.284164 -0.339485 3.998413  0.010
C16 -0.218494 0.835618 4.797445  0.002
C17 1.410378 -1.021492 4.752018  0.000
H26 -1.334672 -2.382864 5.225827  0.001
H27 0.029100 -3.119249 4.412681  0.000
H28 -1.681682 -3.285810 3.782608  0.000
H29 -2.898059 -1.435585 2.897915  0.000
H30 -2.609402 -0.506603 4.368918  0.000
H31 -2.258848 0.187369 2.756048  0.002
H32 -0.534231 0.493039 5.776572  0.001
H33 0.622065 1.507759 4.942055  0.000
H34 -1.084868 1.316894 4.320847  0.000
H35 1.829304 -1.864699 4.197462  0.000
H36 2.202225 -0.299508 4.907089  0.000
H37 1.065419 -1.357774 5.719496  0.000

Cartesian forces (eV/Å) of the 3 atoms listed first:
C -0.6 -0.8 0.1
C 0.3 0.5 0.1
N -0.4 0.6 -0.1